# 1
Computed, not measured: a molecular structure, C32H13F15GeMoN7OS2 in a non-equilibrium geometry, with wB97M-V/def2-TZVPD.

Lowest unoccupied orbital energy (alpha / beta) ... -10.08 / -10.13 eV
HOMO-LUMO gap (alpha / beta) ... 6.5724 / 6.4468 eV
Total charge ... +3

Each line ends with the Löwdin charge.
Cartesian coordinates (Å):
Mo1 -0.390 -1.914 0.592  1.32
N1 -2.592 -2.266 -3.436  0.14
C1 -2.145 -2.250 -2.181  -0.62
S1 -0.270 -1.812 -1.897  0.57
N2 -2.953 -2.298 -1.220  0.04
N3 -2.444 -2.496 0.088  -0.12
C2 -3.244 -3.207 0.751  -0.06
C3 -2.927 -3.822 1.963  -0.15
C4 -3.959 -4.473 2.615  0.00
C5 -3.798 -5.256 3.759  0.02
C6 -2.494 -5.226 4.290  -0.01
C7 -1.456 -4.628 3.626  0.01
C8 -1.616 -3.881 2.485  -0.29
O1 -0.674 -3.182 1.887  -0.23
H1 -1.884 -2.354 -4.192  0.14
H2 -3.464 -2.621 -3.674  0.11
H3 -4.247 -3.339 0.338  0.16
H4 -4.932 -4.411 2.205  0.12
H5 -4.698 -5.745 4.140  0.14
H6 -2.291 -5.758 5.165  0.11
H7 -0.422 -4.861 4.051  0.16
N4 3.011 -0.703 2.753  0.16
C9 3.751 -1.614 2.032  0.00
C10 2.907 -2.139 1.127  -0.04
N5 1.628 -1.601 1.343  -0.06
C11 1.717 -0.763 2.379  -0.25
C12 0.464 -0.245 2.898  -0.22
N6 -0.642 -0.543 2.193  -0.08
C13 -1.717 0.008 2.796  -0.04
C14 -1.229 0.651 3.914  -0.02
N7 0.094 0.501 3.957  0.16
H8 3.327 -0.346 3.598  0.15
H9 4.764 -1.729 2.278  0.13
H10 3.081 -2.997 0.562  0.11
H11 -2.700 -0.044 2.318  0.14
H12 -1.725 0.935 4.812  0.14
H13 0.644 0.739 4.750  0.18
F1 -0.013 5.149 -0.878  0.14
C15 0.503 4.357 0.070  -0.20
C16 1.076 3.108 -0.195  -0.14
C17 1.619 2.371 0.868  -0.26
F2 2.182 1.181 0.599  0.05
C18 1.573 2.822 2.155  -0.13
F3 2.124 2.146 3.148  0.12
C19 0.805 4.011 2.476  -0.07
F4 0.588 4.342 3.723  0.18
C20 0.332 4.814 1.377  -0.10
F5 -0.262 5.990 1.508  0.17
Ge1 0.939 2.273 -1.927  1.20
S2 -0.302 -0.028 -0.812  0.31
C21 2.493 1.397 -2.499  -0.16
C22 2.465 0.481 -3.571  -0.22
F6 1.260 0.069 -4.004  0.07
C23 3.597 -0.183 -3.960  -0.13
F7 3.544 -1.152 -4.859  0.16
C24 4.824 0.023 -3.284  -0.08
F8 5.896 -0.614 -3.659  0.21
C25 4.898 0.893 -2.141  -0.11
F9 6.033 1.050 -1.501  0.18
C26 3.717 1.557 -1.846  -0.21
F10 3.832 2.467 -0.870  0.11
C27 -0.420 2.846 -3.099  -0.15
C28 -0.179 3.088 -4.460  -0.24
F11 0.978 2.769 -4.979  0.15
C29 -1.172 3.552 -5.248  -0.12
F12 -1.033 3.927 -6.523  0.16
C30 -2.498 3.717 -4.800  -0.06
F13 -3.418 4.173 -5.637  0.19
C31 -2.783 3.465 -3.423  -0.11
F14 -3.979 3.704 -2.927  0.17
C32 -1.714 3.070 -2.605  -0.20
F15 -1.977 2.861 -1.281  0.06

=====

# 2
Computed, not measured: a molecular structure, C32H16Cl7N7NdO7S2 in a non-equilibrium geometry, with wB97M-V/def2-TZVPD.

Lowest unoccupied orbital energy (alpha / beta) ... 1.73 / 1.73 eV
Spin multiplicity ... 4
HOMO-LUMO gap (alpha / beta) ... 6.2066 / 6.2055 eV
⟨S²⟩ ... 3.7525
Total charge ... -1

Each line ends with the Löwdin charge.
Cartesian coordinates (Å):
Nd1 -0.433 -0.073 -0.935  1.94
Cl1 -6.958 -3.372 -0.562  0.62
C1 -5.520 -2.501 -0.180  -0.74
C2 -5.287 -1.996 1.116  -0.75
Cl2 -6.378 -2.437 2.353  0.64
C3 -4.207 -1.153 1.378  -0.60
Cl3 -3.924 -0.563 2.986  0.68
C4 -3.296 -0.782 0.331  -0.41
O1 -2.314 0.026 0.490  -0.27
C5 -3.464 -1.453 -0.947  -0.39
O2 -2.482 -1.328 -1.801  -0.28
C6 -4.621 -2.243 -1.218  -0.58
Cl4 -4.815 -2.864 -2.864  0.63
O3 0.367 7.017 -0.926  0.06
C7 -0.148 5.932 -1.625  -0.43
O4 -0.505 6.054 -2.769  0.13
C8 -0.247 4.684 -0.798  -0.01
C9 -0.223 4.543 0.595  -0.60
Cl5 -0.556 5.665 1.805  0.85
N1 -0.089 3.238 0.979  -0.04
N2 -0.258 2.439 -0.182  0.09
C10 -0.222 3.271 -1.226  -0.13
C11 -0.092 2.776 -2.572  -0.57
O5 0.340 3.558 -3.484  0.03
O6 -0.457 1.534 -2.697  -0.20
C12 0.017 2.711 2.313  -0.22
C13 -0.855 1.713 2.783  0.01
C14 -0.949 1.476 4.176  -0.06
C15 -0.071 2.099 5.082  -0.07
C16 0.850 3.072 4.570  -0.09
C17 0.861 3.385 3.209  -0.10
H1 0.399 6.833 0.018  0.02
H2 -1.455 1.105 2.090  0.08
H3 -1.681 0.761 4.543  0.08
H4 -0.052 1.770 6.111  0.09
H5 1.552 3.574 5.273  0.11
H6 1.572 4.100 2.783  0.11
N3 3.298 1.605 -0.196  0.09
C18 3.306 1.023 -1.415  -0.65
N4 2.306 0.263 -1.844  0.05
C19 2.619 -0.231 -3.083  -0.33
C20 3.860 0.205 -3.576  -0.39
S1 4.675 1.252 -2.505  1.03
C21 1.734 -1.151 -3.758  -0.33
C22 2.080 -1.899 -4.874  -0.42
S2 0.790 -2.843 -5.446  0.98
C23 -0.256 -2.092 -4.140  -0.60
N5 0.444 -1.352 -3.280  0.02
N6 -1.591 -2.221 -4.165  0.10
H7 2.509 1.342 0.404  0.05
H8 4.137 2.005 0.259  0.11
H9 4.218 0.031 -4.579  0.06
H10 3.056 -1.946 -5.349  0.07
H11 -2.025 -2.586 -5.045  0.12
H12 -2.153 -1.948 -3.329  0.03
Cl6 3.145 0.353 3.054  0.73
C24 2.469 -1.119 2.542  -0.60
C25 2.884 -2.326 3.154  -0.13
C26 2.382 -3.558 2.787  -0.63
Cl7 2.970 -4.990 3.545  0.67
C27 1.388 -3.653 1.761  -0.17
C28 0.939 -4.866 1.197  -0.01
C29 0.067 -4.802 0.126  -0.04
C30 -0.477 -3.583 -0.272  -0.09
N7 -0.018 -2.421 0.192  0.05
C31 0.902 -2.465 1.183  -0.15
C32 1.459 -1.187 1.529  -0.35
O7 1.010 -0.165 0.860  -0.30
H13 3.657 -2.215 3.903  0.10
H14 1.242 -5.835 1.606  0.10
H15 -0.200 -5.706 -0.417  0.11
H16 -1.227 -3.491 -1.025  0.10

=====

# 3
Computed, not measured: a molecular structure, C32H16N8Pt, with wB97M-V/def2-TZVPD.

Lowest unoccupied orbital energy (alpha / beta) ... -1.48 / -1.48 eV
HOMO-LUMO gap (alpha / beta) ... 5.0476 / 5.0482 eV

Each line ends with the Löwdin charge.
Cartesian coordinates (Å):
Pt1 -0.001 1.060 0.777  1.29
C1 -6.471 0.828 -0.210  -0.08
C2 -6.475 0.095 0.980  -0.08
C3 -5.308 -0.134 1.689  -0.01
C4 -4.131 0.392 1.179  -0.10
C5 -2.757 0.358 1.651  -0.27
N1 -2.371 -0.182 2.787  0.21
C6 -1.118 -0.275 3.183  -0.27
C7 -0.704 -0.787 4.476  -0.10
C8 -1.422 -1.227 5.579  -0.01
C9 -0.704 -1.656 6.683  -0.08
C10 0.694 -1.656 6.684  -0.08
C11 1.413 -1.227 5.582  -0.01
C12 0.698 -0.787 4.477  -0.10
C13 1.114 -0.274 3.185  -0.27
N2 2.367 -0.179 2.791  0.21
C14 2.755 0.363 1.656  -0.27
N3 1.973 1.042 0.766  -0.05
C15 2.752 1.547 -0.237  -0.27
N4 2.366 2.357 -1.200  0.21
C16 1.114 2.698 -1.431  -0.27
N5 -0.001 2.131 -0.883  -0.05
C17 -1.116 2.695 -1.434  -0.27
N6 -2.368 2.351 -1.205  0.21
C18 -2.754 1.542 -0.243  -0.27
N7 -1.976 1.039 0.762  -0.05
C19 -4.128 1.131 -0.012  -0.10
C20 -5.297 1.357 -0.721  -0.01
C21 -0.703 3.708 -2.386  -0.10
C22 -1.418 4.602 -3.168  -0.01
C23 -0.700 5.498 -3.942  -0.08
C24 0.698 5.500 -3.940  -0.08
C25 1.416 4.606 -3.164  -0.01
C26 0.700 3.710 -2.384  -0.10
C27 4.126 1.138 -0.005  -0.10
C28 5.295 1.366 -0.713  -0.01
C29 6.470 0.838 -0.202  -0.08
C30 6.474 0.105 0.987  -0.08
C31 5.306 -0.126 1.696  -0.01
C32 4.129 0.399 1.186  -0.10
N8 -0.002 0.024 2.455  -0.05
H1 -7.402 0.982 -0.741  0.10
H2 -7.412 -0.301 1.350  0.10
H3 -5.304 -0.705 2.608  0.11
H4 -2.503 -1.232 5.566  0.11
H5 -1.233 -1.997 7.564  0.10
H6 1.220 -1.997 7.566  0.10
H7 2.495 -1.232 5.571  0.11
H8 -5.280 1.924 -1.643  0.11
H9 -2.500 4.599 -3.161  0.11
H10 -1.227 6.216 -4.558  0.10
H11 1.225 6.219 -4.554  0.10
H12 2.498 4.605 -3.153  0.11
H13 5.278 1.933 -1.634  0.11
H14 7.400 0.993 -0.732  0.10
H15 7.411 -0.291 1.358  0.10
H16 5.303 -0.698 2.615  0.11

=====

# 4
Computed, not measured: a molecular structure, C32H18IMnN2O7 in a non-equilibrium geometry, with wB97M-V/def2-TZVPD.

Lowest unoccupied orbital energy (alpha / beta) ... 3.73 / 3.72 eV
Spin multiplicity ... 5
HOMO-LUMO gap (alpha / beta) ... 3.9680 / 4.1739 eV
⟨S²⟩ ... 6.1170
Total charge ... -2

Each line ends with the Löwdin charge.
Cartesian coordinates (Å):
Mn1 0.046 0.020 -0.348  0.59
O1 -2.107 -2.892 1.710  0.02
C1 -1.680 -2.206 0.787  -0.59
O2 -0.608 -1.510 0.810  -0.10
C2 -2.456 -2.253 -0.531  -0.03
C3 -3.566 -3.049 -0.591  0.06
C4 -4.243 -3.257 -1.801  -0.15
C5 -3.741 -2.755 -2.980  0.06
C6 -2.609 -1.969 -2.942  -0.06
C7 -2.024 -1.543 -1.704  -0.26
O3 -1.205 -0.576 -1.668  -0.19
N1 -2.035 -1.573 -4.216  -0.34
O4 -2.743 -1.643 -5.215  0.04
O5 -0.845 -1.308 -4.264  0.02
N2 -5.448 -4.060 -1.838  -0.37
O6 -5.826 -4.586 -0.804  0.05
O7 -6.019 -4.203 -2.913  0.03
H1 -3.897 -3.542 0.312  0.13
H2 -4.203 -2.994 -3.926  0.12
I1 1.859 -0.365 -2.408  1.20
C8 3.333 0.596 -1.278  -0.61
C9 4.548 0.830 -1.850  -0.18
C10 5.557 1.464 -1.091  -0.11
C11 5.310 1.807 0.204  -0.06
C12 4.055 1.549 0.812  -0.18
C13 3.831 1.866 2.171  -0.06
C14 2.632 1.561 2.748  -0.08
C15 1.596 0.981 1.990  -0.10
C16 1.725 0.690 0.651  -0.18
C17 3.003 0.944 0.061  -0.23
H3 4.740 0.526 -2.870  0.08
H4 6.521 1.666 -1.543  0.09
H5 6.080 2.282 0.803  0.10
H6 4.622 2.350 2.733  0.10
H7 2.455 1.797 3.791  0.10
H8 0.645 0.793 2.472  0.10
C18 -0.846 1.577 0.290  -0.09
C19 -1.617 2.271 0.954  -0.16
C20 -2.503 3.056 1.704  -0.21
C21 -2.046 4.307 2.244  -0.19
C22 -2.734 5.050 3.238  -0.07
C23 -2.232 6.236 3.746  -0.14
C24 -1.017 6.759 3.314  -0.17
C25 -0.307 6.033 2.357  -0.14
C26 -0.797 4.852 1.839  -0.05
C27 -3.823 2.475 1.955  -0.19
C28 -4.992 3.248 2.089  -0.07
C29 -6.225 2.667 2.348  -0.13
C30 -6.353 1.287 2.454  -0.15
C31 -5.220 0.499 2.266  -0.11
C32 -3.987 1.077 2.021  -0.03
H9 -3.664 4.668 3.635  0.08
H10 -2.801 6.762 4.508  0.08
H11 -0.633 7.689 3.714  0.07
H12 0.654 6.401 2.011  0.08
H13 -0.222 4.303 1.103  0.09
H14 -4.926 4.320 1.954  0.10
H15 -7.101 3.300 2.447  0.08
H16 -7.315 0.834 2.665  0.08
H17 -5.296 -0.582 2.307  0.09
H18 -3.120 0.447 1.865  0.10